# C30H26BrCrN7O5S

A structure of composition C30H26BrCrN7O5S at a distorted geometry (ωB97M-V with the def2-TZVPD basis set, the Open Molecules 2025 dataset).

HOMO-LUMO gap (alpha / beta): 7.52 / 7.56 eV
LUMO energy (alpha / beta): -4.042 / -3.965 eV
Total energy: -5934.75386 Eh

```
! wB97M-V def2-TZVPD RIJCOSX def2/J DEFGRID3
* xyz 1 2
Cr -0.24680 -0.11607 0.14022
Br -0.02874 5.48039 -4.79012
C -0.26190 4.37123 -3.29235
C -1.51219 4.27362 -2.70554
C -1.68380 3.44261 -1.60875
C -0.60770 2.72541 -1.10929
C 0.64134 2.81866 -1.70650
C 0.81710 3.65223 -2.79753
N -0.81036 1.83663 0.00492
C -1.53219 2.21583 0.98290
C -2.04990 1.18368 1.88581
C -2.80962 1.45318 3.00335
C -3.36871 0.38625 3.69014
C -3.15234 -0.89597 3.22190
C -2.35771 -1.09334 2.10224
N -1.81478 -0.07004 1.44312
H -2.34787 4.82980 -3.10615
H -2.66714 3.33113 -1.16728
H 1.47018 2.24549 -1.32262
H 1.78891 3.74225 -3.26274
H -1.83589 3.25498 1.09121
H -2.95697 2.47579 3.32461
H -3.96975 0.55674 4.57297
H -3.58829 -1.75205 3.71806
H -2.12319 -2.07554 1.72127
O 0.76955 0.24563 1.74409
N 2.06763 0.25278 1.61040
N 2.41457 0.18315 0.40905
O 1.52500 0.13233 -0.56610
C 3.81549 0.18815 0.03990
C 4.18390 -0.52355 -1.08443
C 5.52625 -0.54268 -1.43315
C 6.45789 0.14097 -0.66440
C 6.05467 0.84956 0.46053
C 4.71903 0.88181 0.82454
H 3.44453 -1.07709 -1.64693
H 5.84079 -1.10653 -2.30080
H 7.50411 0.11796 -0.93842
H 6.78108 1.38535 1.05601
H 4.38459 1.42879 1.69506
O 3.58757 -4.06688 -1.15056
S 2.27352 -3.80987 -1.64571
O 2.07821 -3.61792 -3.05914
N 1.59672 -2.53046 -0.86571
C 0.48283 -2.87184 -0.29835
O -0.30192 -2.04555 0.29638
C 0.13662 -4.32179 -0.35406
C -0.95882 -4.98655 0.15940
C -1.04515 -6.35935 -0.04647
C -0.05213 -7.03781 -0.74830
C 1.04611 -6.36434 -1.27511
C 1.10662 -5.00410 -1.06221
H -1.72256 -4.45419 0.71017
H -1.89178 -6.90921 0.34255
H -0.13441 -8.10773 -0.88671
H 1.82008 -6.88705 -1.82109
C 0.04014 -1.51594 -5.05996
C -0.69221 -1.00213 -3.86610
C -2.01726 -0.64540 -3.68778
C -2.13467 -0.24043 -2.35812
N -0.94710 -0.33595 -1.74818
N -0.08502 -0.79236 -2.69462
C -3.35945 0.22524 -1.64502
H -0.64965 -1.65159 -5.88863
H 0.52317 -2.46802 -4.83502
H 0.81335 -0.81076 -5.36855
H -2.79738 -0.67603 -4.43005
H 0.84702 -1.07647 -2.41325
H -4.02086 -0.61622 -1.43151
H -3.91334 0.93214 -2.26238
H -3.11014 0.70650 -0.70266
*
```

Atom charges from the Mulliken analysis, given in e for atoms 1 to 8:
1. Cr -0.92
2. Br -0.15
3. C 0.07
4. C -0.86
5. C -0.11
6. C -0.02
7. C -0.18
8. C -0.82